[1]
DFT (ωB97M-V/def2-TZVPD) results for a single C3H5N3 molecule.

Results
- HOMO-LUMO gap (eV) = 8.833
- HOMO (eV) = -7.829
- SMILES = Nc1c[nH]cn1
- E (eV) = -7662.4406

Atoms and positions in Å:
N: -1.776 0.018 1.023
C: -0.540 0.013 0.369
C: -0.261 -0.166 -0.962
N: 1.108 0.024 -1.063
C: 1.564 0.314 0.177
N: 0.603 0.297 1.072
H: -1.643 -0.026 2.026
H: -2.411 -0.704 0.711
H: -0.875 -0.424 -1.812
H: 1.624 0.135 -1.921
H: 2.607 0.519 0.379

Forces on atoms 1 to 2 (eV/Å):
0.0 -0.2 0.1
0.0 0.0 -0.1

In elementary charge units, the natural (NBO) charges are:
1. N -0.8129
2. C 0.2621
3. C -0.1963
4. N -0.5180
5. C 0.1757
6. N -0.4919
7. H 0.3842
8. H 0.3728
9. H 0.2147
10. H 0.4152
11. H 0.1945



[2]
DFT (ωB97M-V/def2-TZVPD) results for a molecular structure, C23H42CrN3OP2 in a non-equilibrium geometry.

Results
- spin multiplicity = 5
- HOMO-LUMO gap (spin up / spin down) (eV) = 6.648 / 6.593
- net charge = +1
- HOMO (spin up / spin down) (eV) = -9.980 / -10.382
- E (eV) = -78041.2301

Atoms and positions in Å:
Cr: -0.116 -0.694 0.367
P: -0.277 -1.363 -1.982
P: 1.161 0.313 2.143
N: 1.537 -1.897 0.355
C: 0.814 -2.863 -1.874
H: 0.137 -3.724 -1.857
H: 1.404 -2.953 -2.813
C: 1.724 -2.932 -0.587
H: 1.376 -3.842 -0.071
H: 2.763 -3.166 -0.934
C: 2.647 -1.863 1.268
H: 3.588 -1.410 0.884
H: 2.917 -2.913 1.439
C: 2.102 -1.212 2.523
H: 2.849 -1.052 3.288
H: 1.362 -1.912 2.896
C: 0.287 0.733 3.723
C: -1.091 0.094 3.754
H: -1.091 -0.976 3.549
H: -1.768 0.561 3.033
H: -1.544 0.222 4.744
C: 2.518 1.495 1.920
C: 2.074 2.908 1.515
H: 2.867 3.387 0.920
H: 1.883 3.535 2.397
H: 1.170 2.902 0.898
C: 0.345 -0.431 -3.454
C: -0.615 0.669 -3.918
H: -0.100 1.321 -4.638
H: -0.958 1.303 -3.096
H: -1.484 0.240 -4.429
C: -1.977 -2.039 -2.299
C: -3.034 -0.951 -2.260
H: -4.030 -1.401 -2.299
H: -2.954 -0.275 -3.109
H: -2.997 -0.334 -1.362
C: -1.142 -1.928 1.004
O: -1.727 -2.869 1.406
C: 3.475 1.538 3.152
H: 3.107 0.976 4.023
H: 4.455 1.110 2.892
H: 3.650 2.574 3.481
C: 0.794 -1.299 -4.662
H: 0.691 -0.733 -5.599
H: 1.855 -1.570 -4.587
H: 0.219 -2.224 -4.793
C: -2.095 -2.873 -3.563
H: -3.106 -3.286 -3.631
H: -1.942 -2.283 -4.466
H: -1.410 -3.720 -3.581
C: 0.171 2.210 4.064
H: -0.330 2.771 3.275
H: -0.431 2.312 4.971
H: 1.130 2.678 4.271
H: 0.920 0.231 4.469
H: -2.135 -2.696 -1.434
H: 3.096 1.081 1.077
H: 1.245 0.051 -3.033
H: 2.109 0.025 -0.951
H: 2.854 0.048 -1.346
N: -5.614 1.969 1.742
C: -4.564 2.100 1.269
C: -3.234 2.193 0.669
C: -2.773 3.393 0.133
C: -1.505 3.429 -0.457
C: -0.752 2.262 -0.487
N: -1.177 1.124 0.073
C: -2.410 1.059 0.637
H: -3.399 4.279 0.153
H: -1.081 4.340 -0.905
H: 0.250 2.160 -0.956
H: -2.686 0.087 1.056

Forces on atoms 1 to 2 (eV/Å):
5.2 4.4 -2.9
0.4 -0.5 -0.1

In elementary charge units, the Löwdin charges are:
1. Cr 0.2991
2. P 1.0076
3. P 1.0025
4. N -0.2868
5. C -0.2602
6. H 0.0799
7. H 0.0822
8. C -0.3159
9. H 0.1165
10. H 0.1300
11. C -0.3138
12. H 0.1204
13. H 0.1201
14. C -0.2972
15. H 0.0842
16. H 0.0919
17. C -0.5149
18. C -0.1117
19. H 0.0646
20. H 0.0562
21. H 0.0966
22. C -0.5239
23. C -0.1074
24. H 0.0932
25. H 0.0702
26. H 0.0325
27. C -0.5232
28. C -0.1136
29. H 0.0903
30. H 0.0537
31. H 0.0726
32. C -0.5335
33. C -0.0995
34. H 0.0957
35. H 0.0649
36. H 0.0456
37. C -0.2631
38. O 0.1247
39. C -0.0918
40. H 0.0636
41. H 0.0860
42. H 0.0830
43. C -0.1007
44. H 0.0845
45. H 0.0791
46. H 0.0613
47. C -0.1007
48. H 0.0901
49. H 0.0739
50. H 0.0755
51. C -0.0937
52. H 0.0794
53. H 0.0908
54. H 0.0680
55. H 0.1142
56. H 0.0979
57. H 0.0850
58. H 0.0629
59. H 0.0413
60. H 0.1033
61. N 0.1880
62. C -0.1465
63. C -0.1732
64. C 0.0246
65. C -0.0052
66. C -0.1399
67. N -0.0534
68. C -0.0924
69. H 0.1365
70. H 0.1328
71. H 0.1308
72. H 0.1147



[3]
DFT (ωB97M-V/def2-TZVPD) results for 2 unconnected molecules or ions with the total composition C11H12NO2 in a non-equilibrium geometry.

Results
- HOMO-LUMO gap (eV) = 7.087
- net charge = -1
- HOMO (eV) = -4.016
- E (eV) = -17187.4371

Atoms and positions in Å:
C: 2.145 -0.042 1.139
C: 0.061 -1.021 -0.097
C: 1.247 -1.072 0.647
C: -0.325 -2.337 -0.367
C: 1.479 -2.479 0.946
C: -0.764 -0.003 -0.680
C: -1.895 -0.344 -1.403
C: -2.352 -1.739 -1.593
C: -1.410 -2.684 -1.160
N: 0.588 -3.245 0.213
H: -0.423 1.016 -0.375
H: -2.451 0.489 -1.886
H: -3.329 -1.939 -2.134
H: 2.411 0.688 0.299
H: 3.168 -0.380 1.526
H: 2.201 -2.826 1.675
H: 0.594 -4.228 0.213
H: -1.554 -3.718 -1.270
H: 1.717 0.712 1.857
C: -0.786 3.878 0.302
C: 0.663 3.234 0.423
O: 1.323 2.964 -0.574
O: 0.966 2.905 1.597
H: -0.888 4.361 -0.714
H: -0.890 4.722 0.987
H: -1.494 3.086 0.430

Forces on atoms 1 to 2 (eV/Å):
1.9 3.1 0.0
-1.2 -0.2 -1.2

In elementary charge units, the natural (NBO) charges are:
1. C -0.6861
2. C -0.0323
3. C -0.0820
4. C 0.1183
5. C -0.0584
6. C -0.2108
7. C -0.2466
8. C -0.2439
9. C -0.2469
10. N -0.5432
11. H 0.2610
12. H 0.2074
13. H 0.2121
14. H 0.2671
15. H 0.1947
16. H 0.2032
17. H 0.3989
18. H 0.1898
19. H 0.2810
20. C -0.7443
21. C 0.7622
22. O -0.7740
23. O -0.8147
24. H 0.1843
25. H 0.1992
26. H 0.2038



[4]
DFT (ωB97M-V/def2-TZVPD) results for a molecular structure, C15H21GeN5NiO4Se2 in a non-equilibrium geometry.

Results
- spin multiplicity = 3
- HOMO-LUMO gap (spin up / spin down) (eV) = 5.160 / 5.616
- net charge = -2
- HOMO (spin up / spin down) (eV) = -0.759 / -1.218
- E (eV) = -259789.1843

Atoms and positions in Å:
Ni: -0.039 -0.705 -0.474
O: 5.152 -3.069 -0.031
C: 5.036 -2.134 0.895
O: 5.942 -1.908 1.682
C: 3.774 -1.367 0.920
C: 3.483 -0.310 1.787
N: 2.278 0.199 1.532
N: 1.749 -0.514 0.512
C: 2.621 -1.454 0.131
C: 2.251 -2.330 -1.023
O: 3.116 -3.144 -1.443
O: 1.099 -2.182 -1.501
H: 4.308 -3.110 -0.625
H: 4.104 0.087 2.576
H: 1.594 1.854 0.914
C: -3.717 -1.992 1.626
Ge: -3.170 -2.423 -0.215
C: -4.841 -2.417 -1.274
C: -2.558 -4.302 -0.184
C: -1.858 -1.264 -0.970
H: -4.461 -2.716 1.969
H: -4.158 -0.994 1.673
H: -2.862 -2.022 2.304
H: -5.569 -3.134 -0.882
H: -4.626 -2.673 -2.314
H: -5.288 -1.421 -1.261
H: -3.117 -4.884 0.554
H: -1.498 -4.338 0.068
H: -2.689 -4.771 -1.162
H: -1.880 -1.347 -2.059
Se: -2.222 0.657 -0.462
C: -3.275 3.104 -0.174
N: -4.200 3.813 -0.074
C: 3.003 2.545 -1.379
N: 2.001 3.292 -0.634
C: 1.391 4.475 -0.999
C: 0.368 4.673 -0.137
N: 0.363 3.605 0.732
C: -0.687 3.278 1.696
C: 1.327 2.768 0.381
Se: -0.494 1.424 -1.830
H: 3.490 3.204 -2.094
H: 2.505 1.729 -1.906
H: 3.739 2.126 -0.697
H: 1.731 5.068 -1.828
H: -0.370 5.453 -0.086
H: -0.877 4.129 2.349
H: -0.370 2.411 2.270
H: -1.597 3.031 1.145

Forces on atoms 1 to 2 (eV/Å):
0.3 -0.4 -0.3
0.3 0.1 0.2

In elementary charge units, the natural (NBO) charges are:
1. Ni 1.2044
2. O -0.7135
3. C 0.7853
4. O -0.6725
5. C -0.3152
6. C -0.0411
7. N -0.3713
8. N -0.4401
9. C 0.0039
10. C 0.7640
11. O -0.7310
12. O -0.7436
13. H 0.4990
14. H 0.1968
15. H 0.2978
16. C -1.0934
17. Ge 1.6403
18. C -1.0955
19. C -1.0861
20. C -1.3973
21. H 0.2048
22. H 0.2331
23. H 0.2229
24. H 0.2014
25. H 0.2153
26. H 0.2295
27. H 0.2017
28. H 0.2350
29. H 0.2145
30. H 0.2160
31. Se 0.1604
32. C -0.1800
33. N -0.7196
34. C -0.4091
35. N -0.3164
36. C -0.0614
37. C -0.0448
38. N -0.2919
39. C -0.4448
40. C 0.2845
41. Se -0.6893
42. H 0.1978
43. H 0.2523
44. H 0.2280
45. H 0.2182
46. H 0.2406
47. H 0.1904
48. H 0.2230
49. H 0.2970



What is the E in the second record? -78041.2301 eV